(1)
{"formula": "C5H11NO", "method": "wB97M-V/def2-TZVPD", "smiles": "C=CC=O.CNC", "e_homo_ev": -8.912, "orbital_gap_ev": 8.97, "charge": 0, "energy_ev": -8899.3319, "elements": ["C", "C", "C", "O", "H", "H", "H", "H", "C", "N", "C", "H", "H", "H", "H", "H", "H", "H"], "xyz": [[1.928, 1.466, -0.074], [0.916, 2.184, -0.576], [-0.323, 2.421, 0.193], [-1.240, 3.086, -0.274], [2.826, 1.305, -0.664], [1.902, 1.026, 0.917], [0.952, 2.621, -1.567], [-0.371, 1.971, 1.199], [-0.688, -2.144, 1.169], [-0.829, -0.953, 0.346], [-0.771, -1.276, -1.074], [0.298, -2.601, 1.040], [-1.463, -2.882, 0.942], [-0.796, -1.866, 2.223], [-0.066, -0.320, 0.565], [0.217, -1.657, -1.354], [-0.960, -0.371, -1.660], [-1.533, -2.011, -1.350]], "forces_ev_per_a": [[-0.216, 0.328, -0.503], [0.365, -0.442, 0.487], [-0.926, 0.981, -1.073], [1.021, -0.889, 0.855], [-0.083, -0.030, 0.166], [-0.080, 0.078, -0.007], [0.006, -0.017, 0.032], [-0.099, 0.033, 0.054], [0.135, 0.285, 0.352], [-0.380, -0.162, -0.083], [0.140, 0.464, -0.059], [0.048, -0.342, 0.009], [0.096, 0.170, -0.089], [0.007, -0.090, -0.100], [-0.186, -0.100, -0.070], [0.038, -0.228, -0.223], [0.020, -0.119, 0.046], [0.094, 0.081, 0.205]]}

***

(2)
{"formula": "C5H11NO", "method": "wB97M-V/def2-TZVPD", "smiles": "CNCCCC=O", "e_homo_ev": -9.071, "orbital_gap_ev": 9.93, "charge": 0, "energy_ev": -8898.6273, "elements": ["C", "N", "C", "C", "C", "C", "O", "H", "H", "H", "H", "H", "H", "H", "H", "H", "H", "H"], "xyz": [[0.825, -0.728, -2.284], [0.249, -0.025, -1.173], [0.912, -0.532, 0.068], [0.451, 0.344, 1.275], [-0.931, 0.966, 1.065], [-2.196, 0.239, 1.445], [-2.267, -1.004, 1.123], [0.222, -0.718, -3.196], [0.993, -1.862, -2.244], [1.904, -0.264, -2.342], [0.509, 0.915, -1.171], [0.450, -1.543, 0.264], [1.996, -0.543, -0.036], [1.227, 1.157, 1.247], [0.599, -0.142, 2.256], [-0.861, 2.071, 1.481], [-1.110, 1.063, 0.001], [-2.970, 0.606, 2.220]], "forces_ev_per_a": [[2.754, -0.473, -1.110], [-0.207, -2.960, 1.808], [-2.940, -0.953, 0.716], [1.567, 0.346, -0.721], [-0.493, 3.115, 1.011], [0.542, -5.585, 1.069], [-0.214, 4.855, 1.018], [0.261, 0.967, -0.057], [-0.381, 1.525, 1.146], [-1.643, -1.157, -1.077], [0.428, 1.902, -0.830], [1.007, 0.679, -0.492], [0.141, -0.237, 0.151], [-0.981, -0.154, 0.397], [-0.278, -0.031, -0.546], [-0.650, -2.184, -0.591], [0.212, 0.277, -0.402], [0.876, 0.068, -1.489]]}

***

(3)
{"formula": "C5H11NO", "method": "wB97M-V/def2-TZVPD", "smiles": "CC(=O)C[C@H](C)N", "e_homo_ev": -8.856, "orbital_gap_ev": 9.69, "charge": 0, "energy_ev": -8899.5640, "elements": ["C", "C", "O", "C", "C", "C", "N", "H", "H", "H", "H", "H", "H", "H", "H", "H", "H", "H"], "xyz": [[2.432, 0.898, -0.111], [0.931, 0.989, 0.090], [0.452, 2.028, 0.605], [0.068, 0.144, -0.870], [-0.899, -0.379, 0.182], [-1.291, -1.834, 0.099], [-1.979, 0.502, 0.399], [2.934, 1.043, 0.848], [2.729, -0.058, -0.548], [2.744, 1.688, -0.800], [0.655, -0.682, -1.281], [-0.388, 0.750, -1.657], [-0.011, -0.160, 1.104], [-0.422, -2.465, -0.103], [-2.007, -1.988, -0.716], [-1.774, -2.169, 1.022], [-1.618, 1.455, 0.542], [-2.552, 0.234, 1.195]], "forces_ev_per_a": [[0.096, -0.767, 0.950], [-0.285, 4.030, -2.638], [0.888, -2.365, -0.426], [0.142, 0.062, 0.828], [2.375, 0.118, 2.111], [-0.139, -0.052, -0.102], [-0.479, 0.824, 0.012], [0.151, 0.075, -0.162], [0.007, 0.066, 0.157], [-0.282, 0.035, 0.135], [-0.103, 0.180, -0.090], [0.021, -0.022, 0.029], [-2.401, -1.884, -0.774], [-0.055, 0.055, 0.152], [0.072, 0.118, 0.039], [0.113, 0.020, -0.061], [-0.298, -0.530, -0.046], [0.177, 0.040, -0.116]]}

***

(4)
{"formula": "C5H11NO", "method": "wB97M-V/def2-TZVPD", "smiles": "CC[C@@H](C)N=C=O.[H][H]", "e_homo_ev": -10.252, "orbital_gap_ev": 11.17, "charge": 0, "energy_ev": -8900.2664, "elements": ["C", "C", "C", "C", "N", "C", "O", "H", "H", "H", "H", "H", "H", "H", "H", "H", "H", "H"], "xyz": [[-1.609, -0.478, -1.154], [-1.267, 0.465, -0.004], [0.224, 0.786, 0.102], [0.552, 1.683, 1.285], [0.985, -0.454, 0.216], [1.464, -1.110, -0.682], [1.969, -1.810, -1.475], [-1.207, -0.110, -2.106], [-1.202, -1.479, -0.983], [-2.692, -0.578, -1.270], [-1.796, 1.418, -0.123], [-1.600, 0.030, 0.948], [0.546, 1.283, -0.822], [0.099, 2.667, 1.143], [0.170, 1.252, 2.216], [1.633, 1.812, 1.386], [1.835, -2.210, 1.430], [2.196, -2.754, 1.078]], "forces_ev_per_a": [[0.003, -0.009, -0.034], [-0.033, 0.082, 0.050], [-0.105, 0.207, -0.113], [-0.019, 0.044, 0.014], [0.268, -0.285, -0.516], [0.116, -0.130, -0.172], [-0.285, 0.379, 0.500], [-0.050, -0.020, 0.112], [-0.063, 0.146, -0.024], [0.119, 0.013, 0.024], [0.021, -0.102, 0.019], [0.052, 0.060, -0.109], [-0.124, 0.070, 0.070], [0.007, -0.080, 0.047], [0.039, 0.015, -0.093], [-0.131, -0.011, -0.036], [0.103, -0.201, 0.110], [0.082, -0.177, 0.153]]}